# C8H6NO2S

The ion C8H6NO2S with charge -1 in a non-equilibrium geometry (wB97M-V/def2-TZVPD, OMol25).

Structure (XYZ):
```
18
C8H6NO2S, DFT wB97M-V/def2-TZVPD
C 2.01 -0.92 0.22
O -2.62 -0.56 -1.10
C -2.09 -1.04 -0.01
H 3.40 0.02 -1.11
H 2.82 -1.59 0.28
C 1.63 1.27 -0.76
S -2.37 1.60 1.11
C 0.73 -0.86 0.74
H 1.99 1.91 -1.52
O -2.07 -2.25 0.20
H -1.63 -0.35 1.96
C 0.35 1.31 -0.28
H 0.18 -1.58 1.41
N -2.67 0.68 -1.46
H -0.47 1.98 -0.57
C 2.39 0.12 -0.64
C -1.51 0.04 0.98
C -0.08 0.23 0.53
```

Values from the calculation:
* DFT total energy: -24810.450 eV
* multiplicity: 3
* E_HOMO (spin up / spin down): -3.11 / -3.43 eV
* gap between HOMO and LUMO (spin up / spin down): 6.7 / 7.0 eV
* ⟨S²⟩: 2.01
* charge: -1


# C8H6O2

An isolated molecule of C8H6O2 in a non-equilibrium geometry (wB97M-V/def2-TZVPD, OMol25).

Structure (XYZ):
```
16
C8H6O2, DFT wB97M-V/def2-TZVPD
C -0.91 -1.19 -0.01
C 2.81 -0.33 0.04
C -1.86 -0.20 -0.06
H -2.44 1.68 -0.17
C 0.76 0.67 -0.06
O -3.24 -0.44 0.06
C 0.55 -0.73 -0.10
H 2.20 -2.32 0.20
H 0.17 2.65 0.17
O 2.09 0.85 0.02
H -3.08 -1.39 0.01
C 1.93 -1.28 -0.06
H -1.24 -2.26 0.27
C -0.20 1.64 0.02
C -1.47 1.19 0.02
H 4.01 -0.16 0.19
```

Values from the calculation:
* DFT total energy: -12485.745 eV
* multiplicity: 1
* SMILES: Oc1ccc2occc2c1
* E_HOMO: -8.48 eV
* gap between HOMO and LUMO: 9.2 eV
* charge: 0